Entry 1:
Here is a 2-piece molecular cluster, C4H7N2O5 overall from OMol25. Energies are from ωB97M-V/def2-TZVPD.

The geometry in XYZ format:
```
18
Properties=species:S:1:pos:R:3
O 2.684 0.725 0.007
O 0.857 2.246 -0.267
O -1.719 1.372 -0.919
O -2.562 0.954 1.662
O -2.203 -1.215 -0.025
N 0.410 0.957 -0.057
N -0.983 -0.872 -0.346
C 1.608 0.003 0.302
C 0.001 -1.647 -0.516
C 1.375 -1.170 -0.638
C -0.821 0.636 -0.442
H 1.897 -2.066 -0.167
H 1.532 -0.239 1.426
H -3.094 1.686 1.208
H -0.085 -2.723 -0.393
H 1.860 1.943 -0.455
H -2.431 0.152 1.153
H 1.675 -0.741 -1.532
```

Output
2S+1 ... 1
Total energy ... -642.2407 Ha
Energy relative to the best compared isomer or geometry (same formula, charge and spin) ... 80.5 kcal per mole
E_HOMO ... -4.62 eV
Total charge ... -1

Entry 2:
Here is C49H60AuGe2O2SbSi as an isolated structure from OMol25. Energies are from ωB97M-V/def2-TZVPD.

The geometry in XYZ format:
```
116
Properties=species:S:1:pos:R:3
Au -0.268 0.536 -0.271
Sb -1.199 -3.111 -0.640
Ge 2.126 0.008 -0.141
Ge 3.567 2.159 -0.675
Si -1.029 2.854 -0.118
O -4.085 -0.577 0.618
O -1.934 -0.883 0.133
C -2.188 -3.771 -3.548
C -3.636 3.467 -1.109
C -0.269 3.501 1.476
C -1.845 0.264 5.012
C -5.635 3.371 0.215
C 0.947 -5.248 -0.036
C 0.990 -4.535 -2.458
C 3.306 -1.646 4.151
C 0.062 5.351 3.007
C -3.490 0.175 3.265
C 0.717 4.513 3.896
C -0.885 -0.226 4.140
C 3.142 3.683 0.463
C 2.707 -0.659 1.605
C 4.095 -1.868 -1.276
C -0.515 2.882 -2.916
C 0.483 4.675 -4.158
C 2.694 -2.467 3.215
C 2.613 -0.825 -2.860
C 0.765 -4.110 -1.023
C -0.364 3.586 -1.719
C 4.725 -2.538 -2.312
C 4.304 -2.346 -3.621
C -2.351 -2.725 -2.455
C 3.249 2.578 -2.550
C -3.520 2.832 1.207
C -5.008 3.619 -0.996
C -3.427 -3.914 1.324
C -0.439 4.845 1.819
C 3.248 -1.490 -3.897
C -1.226 -0.508 2.827
C -4.890 2.979 1.318
C -2.526 -0.300 2.380
C 0.866 3.170 3.592
C -3.148 0.462 4.574
C 3.613 -0.334 3.823
C 0.382 2.675 2.391
C 2.394 -1.974 1.955
C 3.029 -1.004 -1.538
C 0.649 5.389 -2.982
C -2.871 3.076 -0.007
C 0.223 4.850 -1.776
C -3.816 -2.514 -2.096
C -2.931 -0.591 0.967
C 3.310 0.156 2.562
C -2.310 -4.573 0.528
C -0.104 3.420 -4.125
C 5.385 1.488 -0.398
C -2.798 -5.718 -0.352
H 0.310 -5.329 -2.761
H -2.861 -3.520 -4.370
H 5.614 0.707 -1.118
H 3.074 3.438 1.516
H 0.287 -6.085 -0.254
H 3.545 1.188 2.331
H -1.552 -4.947 1.217
H 2.451 -3.491 3.468
H -3.189 -6.517 0.282
H -2.944 2.538 2.075
H 3.542 -2.026 5.133
H -1.581 0.486 6.037
H 2.194 2.760 -2.746
H 2.924 -1.340 -4.918
H -2.006 -6.148 -0.965
H 1.460 -3.304 -0.778
H -2.465 -4.768 -3.204
H 0.779 -4.938 0.997
H -3.896 0.839 5.257
H -5.379 2.788 2.263
H 1.973 -5.616 -0.098
H 4.804 -2.863 -4.427
H 3.952 4.400 0.318
H 1.099 6.371 -3.003
H -0.076 6.395 3.248
H 0.894 -3.701 -3.152
H -3.051 -3.127 1.977
H 0.809 5.097 -5.099
H 2.009 -4.916 -2.557
H -0.986 5.507 1.161
H -3.605 -5.403 -1.009
H -1.182 -3.810 -3.951
H 1.095 4.905 4.830
H 1.355 2.502 4.287
H -0.479 -0.894 2.147
H 5.552 1.111 0.606
H 6.045 2.339 -0.570
H 0.507 1.618 2.179
H 5.551 -3.205 -2.102
H 0.353 5.427 -0.872
H 0.129 -0.387 4.477
H 4.429 -2.014 -0.257
H -0.241 2.863 -5.041
H 3.613 1.788 -3.201
H -3.155 3.664 -2.058
H -4.497 0.322 2.902
H -4.189 -3.483 0.680
H 3.801 3.494 -2.760
H -4.294 -3.446 -1.806
H -4.339 -2.150 -2.982
H 4.089 0.310 4.552
H -0.982 1.904 -2.907
H -1.930 -1.771 -2.781
H 2.207 4.132 0.145
H 1.792 -0.149 -3.078
H -3.957 -1.776 -1.309
H -6.705 3.488 0.301
H 1.916 -2.630 1.231
H -3.910 -4.662 1.956
H -5.589 3.932 -1.851
```

Output
2S+1 ... 4
Total energy ... -6872.6434 Ha
Expectation value of S² ... 3.77
E_HOMO (alpha / beta) ... -9.41 / -11.04 eV
Total charge ... +1

Entry 3:
Here is ClCuFZn as an isolated structure from OMol25. Energies are from ωB97M-V/def2-TZVPD.

The geometry in XYZ format:
```
4
Properties=species:S:1:pos:R:3
Zn 2.032 0.104 2.085
Cu -1.700 0.581 -0.481
Cl 0.625 -0.111 0.358
F -0.957 -0.574 -1.961
```

Output
2S+1 ... 2
Total energy ... -3978.9838 Ha
Expectation value of S² ... 0.76
Energy relative to the best compared isomer or geometry (same formula, charge and spin) ... 31.7 kcal per mole
E_HOMO (alpha / beta) ... -21.67 / -21.16 eV
Total charge ... +2

Entry 4:
Here is C45H38Cl2N13NaO3 as an isolated structure from OMol25. Energies are from ωB97M-V/def2-TZVPD.

The geometry in XYZ format:
```
102
Properties=species:S:1:pos:R:3
Cl -4.512 4.678 4.371
Cl -2.756 2.708 3.078
Na -1.090 1.368 -1.084
O 2.991 -3.717 2.065
O -3.735 -2.153 -1.500
O -3.451 4.829 0.137
N -0.396 -1.155 -0.745
N 3.832 -5.616 1.377
N 3.694 0.483 -2.315
N -2.473 -1.149 3.122
N 4.045 0.538 -1.015
N -1.309 0.198 1.757
N -2.888 -0.007 -1.082
N -2.781 2.702 -0.594
N 2.833 -5.890 2.260
N -0.579 2.163 -3.460
N -1.238 -0.940 3.620
N 2.016 1.325 -1.083
N -0.297 3.369 0.459
C 6.174 -3.495 -1.560
C 2.467 0.966 -2.316
C 0.523 -5.609 4.076
C 0.083 3.275 -3.865
C -0.824 -1.592 4.841
C -6.507 0.902 -1.356
C 3.899 -4.326 1.262
C 4.704 -2.163 0.370
C -4.014 2.135 -0.879
C -4.076 0.712 -1.091
C -1.311 -3.290 -1.289
C -4.264 3.629 2.960
C -5.352 0.141 -1.283
C 6.144 -2.106 -1.546
C -0.336 -3.007 4.601
C 4.721 -3.557 0.353
C -0.554 -0.129 2.779
C 5.336 0.073 -0.578
C -1.173 4.308 0.104
C -0.239 1.173 -4.332
C 0.773 -3.227 3.794
C 0.865 3.010 -4.993
C 0.915 3.756 0.841
C 1.003 -3.101 -0.765
C -5.205 2.875 -0.986
C -6.432 2.280 -1.233
C -2.473 -0.446 2.011
C -2.834 -1.317 -1.253
C 2.338 -4.755 2.646
C -1.010 -4.093 5.142
C 5.413 -1.437 -0.573
C -0.847 -0.196 -4.239
C 1.212 -4.525 3.525
C -0.081 -3.892 -1.125
C -2.613 3.927 -0.162
C 0.427 6.054 0.490
C 0.781 -1.748 -0.571
C -0.113 4.594 -3.177
C 3.023 1.041 -0.298
C 0.654 1.647 -5.297
C 5.478 -4.221 -0.617
C -1.438 -1.909 -1.101
C -0.577 -5.386 4.875
C 1.334 5.075 0.878
C -0.840 5.666 0.107
H -5.409 -0.927 -1.405
H 1.578 2.955 1.155
H -5.084 2.922 2.922
H 1.873 1.065 -3.217
H 0.704 7.102 0.497
H 0.507 4.681 -2.277
H 1.591 -1.096 -0.254
H 5.509 0.472 0.422
H 1.480 3.718 -5.534
H 0.863 -6.609 3.844
H 1.989 -3.527 -0.653
H -1.683 -1.596 5.511
H 1.108 1.070 -6.094
H 4.107 -1.653 1.118
H 5.472 -5.303 -0.622
H 2.338 5.332 1.192
H -1.597 6.383 -0.178
H 0.459 0.202 2.954
H -1.154 4.692 -2.860
H -1.121 -6.226 5.288
H -7.323 2.893 -1.333
H -0.452 -0.757 -3.385
H 0.038 -4.961 -1.264
H -5.150 3.945 -0.866
H -0.027 -0.992 5.283
H 0.142 5.419 -3.847
H -1.883 -3.929 5.760
H -4.210 4.250 2.065
H -0.653 -0.768 -5.148
H -7.462 0.415 -1.530
H 1.294 -2.390 3.344
H -2.195 -3.846 -1.561
H 6.670 -1.541 -2.305
H -3.326 -0.388 1.354
H -1.926 -0.112 -4.090
H 6.732 -4.009 -2.333
H 3.066 1.187 0.772
H 6.082 0.480 -1.260
```

Output
2S+1 ... 1
Total energy ... -3758.0007 Ha
Energy relative to the best compared isomer or geometry (same formula, charge and spin) ... 0.0 kcal per mole
E_HOMO ... -1.03 eV
Total charge ... -2